Record 1
# C22H22Br2IrN4O5

A molecular structure, C22H22Br2IrN4O5 (the ωB97M-V functional and the def2-TZVPD basis, the Open Molecules 2025 dataset).

Computed properties:
HOMO-LUMO gap (spin up / spin down) = 0.2338 / 0.2444 Ha
ΔE to the lowest compared entry with this formula, charge and spin = 175.6 kJ/mol
⟨S²⟩ = 0.75
total energy = -182293.5786 eV
2S+1 = 2
LUMO energy (spin up / spin down) = -0.0093 / -0.0098 Eh

Cartesian coordinates (Å):
1 Ir 0.437 -0.004 -0.852
2 Br -3.294 3.371 0.156
3 C -3.437 1.494 0.044
4 C -4.695 0.882 0.114
5 C -4.816 -0.476 0.045
6 Br -6.550 -1.243 0.128
7 C -3.676 -1.297 -0.087
8 C -3.687 -2.707 -0.138
9 C -2.509 -3.382 -0.262
10 C -1.305 -2.665 -0.344
11 N -1.264 -1.359 -0.298
12 C -2.415 -0.661 -0.170
13 C -2.264 0.768 -0.114
14 O -1.095 1.317 -0.181
15 H -5.580 1.493 0.225
16 H -4.623 -3.245 -0.086
17 H -2.499 -4.462 -0.307
18 H -0.352 -3.167 -0.458
19 C 5.227 -0.453 -1.642
20 N 4.388 0.019 -0.541
21 C 4.875 0.769 0.482
22 C 4.086 1.192 1.492
23 C 2.708 0.831 1.445
24 O 1.945 1.205 2.435
25 N 2.228 0.166 0.422
26 C 3.041 -0.249 -0.592
27 O 2.535 -0.862 -1.533
28 H 6.266 -0.435 -1.327
29 H 5.091 0.177 -2.519
30 H 4.932 -1.466 -1.901
31 H 5.931 0.995 0.436
32 H 4.469 1.784 2.307
33 C 0.030 1.801 4.737
34 C 0.282 0.473 4.028
35 C -0.901 -0.481 4.162
36 C 0.581 0.691 2.557
37 H -0.054 1.660 5.816
38 H -0.898 2.253 4.378
39 H 0.846 2.501 4.548
40 H 1.170 0.008 4.470
41 H -1.784 -0.077 3.661
42 H -1.146 -0.637 5.213
43 H -0.675 -1.452 3.716
44 H -0.090 1.431 2.117
45 H 0.481 -0.231 1.992
46 O 1.298 1.585 -2.599
47 C 0.549 0.933 -3.327
48 C 0.399 1.028 -4.826
49 C -0.654 -0.045 -5.129
50 C -1.032 -0.630 -3.764
51 O -1.871 -1.480 -3.578
52 N -0.263 -0.018 -2.801
53 H 1.364 0.830 -5.292
54 H 0.094 2.034 -5.109
55 H -0.271 -0.854 -5.749
56 H -1.553 0.345 -5.603

Record 2
# C5H13NO

2 unconnected molecules or ions with the total composition C5H13NO (the ωB97M-V functional and the def2-TZVPD basis, the Open Molecules 2025 dataset).

Computed properties:
HOMO-LUMO gap = 0.3171 Ha
ΔE to the lowest compared entry with this formula, charge and spin = 157.8 kJ/mol
total energy = -8932.3750 eV
SMILES = C/C=C/NCC.O
LUMO energy = 0.0303 Eh

Cartesian coordinates (Å):
1 C 1.762 0.135 2.232
2 C 0.314 -0.158 1.904
3 C -0.281 0.442 0.876
4 N -1.622 0.355 0.552
5 C -1.882 0.160 -0.879
6 C -1.077 -1.018 -1.487
7 H 1.888 0.847 3.054
8 H 2.222 -0.754 2.662
9 H 2.297 0.422 1.328
10 H -0.149 -0.923 2.520
11 H 0.331 0.982 0.168
12 H -2.246 -0.123 1.158
13 H -1.608 1.087 -1.377
14 H -2.922 -0.015 -1.131
15 H -0.766 -0.738 -2.498
16 H -1.740 -1.871 -1.605
17 H -0.124 -1.213 -1.003
18 H 1.822 0.080 -1.841
19 H 1.563 1.363 -2.602
20 O 2.217 0.940 -2.034

Record 3
# C43H46ClIMoN8O4S

A molecular structure, C43H46ClIMoN8O4S (the ωB97M-V functional and the def2-TZVPD basis, the Open Molecules 2025 dataset).

Computed properties:
HOMO-LUMO gap (spin up / spin down) = 0.2704 / 0.2419 Ha
net charge = +2
ΔE to the lowest compared entry with this formula, charge and spin = 39.7 kJ/mol
⟨S²⟩ = 2.03
total energy = -98750.5078 eV
2S+1 = 3
LUMO energy (spin up / spin down) = -0.1984 / -0.2333 Eh

Cartesian coordinates (Å):
1 Mo 0.803 1.757 0.897
2 O 1.449 -0.132 0.364
3 N 2.592 -0.372 -0.328
4 C 2.960 -1.670 -0.454
5 C 4.068 -1.998 -1.175
6 C 4.794 -0.973 -1.797
7 C 4.390 0.330 -1.662
8 C 3.259 0.650 -0.893
9 S 2.642 2.244 -0.742
10 H 2.313 -2.384 0.032
11 H 4.352 -3.035 -1.268
12 H 5.668 -1.208 -2.388
13 H 4.921 1.142 -2.137
14 I 0.422 4.262 2.331
15 C -0.471 5.208 0.702
16 C -0.964 6.465 0.857
17 C -1.561 7.092 -0.259
18 C -1.626 6.429 -1.446
19 C -1.106 5.117 -1.597
20 C -1.191 4.459 -2.841
21 C -0.678 3.202 -2.986
22 C -0.066 2.566 -1.895
23 C 0.029 3.134 -0.639
24 C -0.492 4.454 -0.491
25 H -0.908 6.982 1.805
26 H -1.958 8.092 -0.158
27 H -2.081 6.899 -2.308
28 H -1.657 4.970 -3.674
29 H -0.732 2.691 -3.938
30 H 0.332 1.572 -2.065
31 C -4.478 -3.375 -3.648
32 C -4.043 -2.240 -2.704
33 C -3.019 -1.398 -3.464
34 C -5.294 -1.399 -2.417
35 C -3.472 -2.850 -1.381
36 O -4.459 -3.749 -0.853
37 C -2.181 -3.692 -1.514
38 C -0.780 -3.068 -1.397
39 C -0.147 -2.493 -2.637
40 C 0.087 -1.127 -2.739
41 C 0.694 -0.576 -3.856
42 C 1.082 -1.410 -4.892
43 Cl 1.865 -0.735 -6.280
44 C 0.851 -2.776 -4.823
45 C 0.239 -3.307 -3.697
46 C -3.433 -1.905 -0.152
47 N -2.687 -0.644 -0.187
48 C -1.512 -0.387 0.366
49 N -1.202 0.897 0.206
50 C -2.298 1.393 -0.452
51 N -3.207 0.493 -0.699
52 H -4.752 -2.942 -4.610
53 H -5.362 -3.901 -3.284
54 H -3.688 -4.101 -3.846
55 H -3.523 -0.902 -4.295
56 H -2.228 -2.015 -3.888
57 H -2.564 -0.619 -2.851
58 H -5.807 -1.194 -3.358
59 H -5.053 -0.441 -1.965
60 H -5.992 -1.935 -1.772
61 H -4.614 -4.455 -1.490
62 H -2.238 -4.280 -2.431
63 H -2.261 -4.417 -0.701
64 H -0.127 -3.863 -1.026
65 H -0.763 -2.299 -0.622
66 H -0.233 -0.478 -1.928
67 H 0.869 0.489 -3.934
68 H 1.151 -3.414 -5.642
69 H 0.066 -4.376 -3.647
70 H -3.038 -2.472 0.692
71 H -4.464 -1.653 0.080
72 H -0.928 -1.125 0.884
73 H -2.418 2.422 -0.737
74 N 0.725 -1.368 2.702
75 C 0.014 -0.422 3.356
76 C -0.479 -0.709 4.647
77 C -1.374 0.140 5.233
78 C -1.807 1.265 4.520
79 C -1.231 1.515 3.310
80 N -0.252 0.751 2.746
81 H 1.106 -2.132 3.243
82 H 1.127 -1.158 1.800
83 H -0.176 -1.634 5.116
84 H -1.777 -0.081 6.213
85 H -2.576 1.921 4.899
86 H -1.558 2.360 2.726
87 O 2.701 -3.119 5.232
88 C 3.728 -2.297 5.793
89 N 3.604 -0.973 5.245
90 C 4.559 -0.440 4.424
91 O 5.629 -0.961 4.219
92 C 4.185 0.825 3.679
93 C 5.057 1.900 3.615
94 C 4.695 2.994 2.850
95 C 3.516 2.968 2.141
96 N 2.664 1.926 2.166
97 C 3.005 0.880 2.945
98 H 2.741 -3.988 5.653
99 H 4.717 -2.666 5.523
100 H 3.623 -2.270 6.879
101 H 2.781 -0.435 5.466
102 H 5.998 1.874 4.149
103 H 5.332 3.864 2.778
104 H 3.245 3.801 1.510
105 H 2.336 0.037 2.964

Record 4
# C8H15K2N4O9

A molecular structure, C8H15K2N4O9 (the ωB97M-V functional and the def2-TZVPD basis, the Open Molecules 2025 dataset).

Computed properties:
HOMO-LUMO gap = 0.1684 Ha
net charge = +1
total energy = -65561.3497 eV
LUMO energy = -0.1532 Eh

Cartesian coordinates (Å):
1 K 3.729 5.591 -1.124
2 K -0.445 4.956 5.516
3 O 0.700 2.163 0.358
4 C -0.382 2.976 0.569
5 O -1.118 2.686 1.511
6 O -0.509 3.953 -0.152
7 H 0.353 1.562 1.022
8 C -2.234 -2.309 3.817
9 N -2.176 -2.462 2.330
10 O -3.161 -2.686 1.672
11 O -1.033 -2.400 1.923
12 H -1.491 -1.667 4.290
13 H -2.389 -3.262 4.322
14 H -3.197 -1.820 3.960
15 C 3.324 -2.773 -2.350
16 N 2.099 -3.549 -2.367
17 O 1.039 -3.187 -2.954
18 O 2.020 -4.562 -1.674
19 H 3.701 -2.667 -3.367
20 H 3.993 -3.351 -1.712
21 H 3.119 -1.802 -1.901
22 C 5.288 0.680 3.066
23 N 4.405 0.371 4.222
24 O 4.897 0.039 5.295
25 O 3.216 0.549 4.043
26 H 4.765 1.224 2.280
27 H 5.589 -0.295 2.683
28 H 6.124 1.137 3.596
29 N -3.752 0.732 -2.875
30 C -2.855 0.965 -3.846
31 C -3.551 1.386 -4.973
32 C -4.931 1.450 -4.583
33 C -5.052 0.963 -3.312
34 H -3.464 0.489 -1.937
35 H -1.814 0.925 -3.562
36 H -3.102 1.557 -5.940
37 H -5.809 1.584 -5.198
38 H -5.895 0.853 -2.646

Record 5
# C5H9N3O4

2 unconnected molecules or ions with the total composition C5H9N3O4 (the ωB97M-V functional and the def2-TZVPD basis, the Open Molecules 2025 dataset).

Computed properties:
HOMO-LUMO gap = 0.3622 Ha
ΔE to the lowest compared entry with this formula, charge and spin = 131.5 kJ/mol
total energy = -17988.2337 eV
SMILES = O=c1ocno1.CCNNC=O
LUMO energy = 0.0245 Eh

Cartesian coordinates (Å):
1 C 1.789 -0.516 -1.598
2 C 1.836 0.637 -3.344
3 C -0.523 0.818 3.162
4 C -1.203 0.109 1.980
5 C -0.995 -1.426 -0.742
6 H 2.031 0.744 -4.404
7 H -0.914 0.377 4.078
8 H 0.549 0.690 3.098
9 H -0.731 1.903 3.162
10 H -2.257 0.427 1.919
11 H -1.194 -0.980 2.181
12 H 0.401 0.245 0.642
13 H -1.683 0.520 -1.041
14 H -0.672 -2.004 0.134
15 N 1.076 1.325 -2.597
16 N -0.603 0.404 0.697
17 N -1.274 -0.139 -0.397
18 O 1.594 -1.560 -1.046
19 O 2.474 -0.377 -2.728
20 O 1.298 0.723 -1.304
21 O -0.999 -1.918 -1.851

Record 6
# C3H7O3S

2 unconnected molecules or ions with the total composition C3H7O3S (the ωB97M-V functional and the def2-TZVPD basis, the Open Molecules 2025 dataset).

Computed properties:
HOMO-LUMO gap = 0.2694 Ha
net charge = -1
ΔE to the lowest compared entry with this formula, charge and spin = 174.4 kJ/mol
total energy = -20202.2433 eV
LUMO energy = 0.1196 Eh

Cartesian coordinates (Å):
1 O 1.524 -0.972 -2.230
2 C 1.573 -0.917 -1.027
3 O 2.333 -1.404 -0.139
4 C 0.457 -0.039 -0.238
5 C -0.294 -1.197 0.597
6 S -2.157 -0.639 0.920
7 H -0.200 0.193 -1.076
8 H 0.596 0.735 0.282
9 H -0.003 -1.248 1.540
10 H -0.539 -2.157 0.124
11 H -1.893 0.558 1.394
12 H -0.974 2.031 -0.560
13 H 0.225 2.367 0.412
14 O -0.646 2.690 0.001